1.
C22H26BiCeClSi | ωB97M-V/def2-TZVPD

XYZ file:
```
52
C22H26BiCeClSi ωB97M-V/def2-TZVPD
Bi -1.164 -1.434 -0.068
Cl -2.211 -2.573 1.797
C 0.041 -3.222 -0.741
H 1.083 -2.881 -0.813
H -0.391 -3.394 -1.736
H -0.133 -4.060 -0.043
Ce -3.866 -1.145 -2.732
C -5.024 0.888 -2.495
C -5.003 -2.896 -3.873
C -2.500 -0.614 -4.404
H -4.328 -3.184 -4.697
H -5.071 -3.747 -3.164
H -5.999 -2.682 -4.291
H -4.379 1.668 -2.947
H -6.028 0.931 -2.955
H -5.096 1.074 -1.404
H -1.804 -1.408 -4.806
H -1.953 0.370 -4.495
C -0.482 -0.619 5.058
C -1.339 0.039 4.170
C -0.857 0.469 2.941
C 0.447 0.118 2.534
C 1.316 -0.527 3.432
C 0.838 -0.891 4.703
Si 0.872 0.328 0.716
C 0.871 2.164 0.390
C 0.043 2.770 -0.578
C 0.090 4.157 -0.764
C 0.956 4.942 0.011
C 1.763 4.353 0.977
C 1.717 2.967 1.179
C 2.530 -0.366 0.175
C 3.367 0.390 -0.664
C 4.623 -0.098 -1.032
C 5.047 -1.343 -0.572
C 4.218 -2.123 0.246
C 2.960 -1.632 0.622
H -0.865 -0.943 6.021
H -2.391 0.201 4.422
H -1.525 1.021 2.253
H 2.338 -0.762 3.124
H 1.501 -1.418 5.391
H -0.638 2.146 -1.172
H -0.552 4.620 -1.515
H 0.990 6.016 -0.145
H 2.441 4.956 1.595
H 2.336 2.511 1.963
H 3.041 1.386 -0.999
H 5.273 0.508 -1.669
H 6.025 -1.725 -0.859
H 4.548 -3.090 0.619
H 2.325 -2.218 1.294
```

## Properties
Gap between HOMO and LUMO: 5.84 eV

2.
C22H26BrN2O2S3Ti | ωB97M-V/def2-TZVPD

XYZ file:
```
57
C22H26BrN2O2S3Ti ωB97M-V/def2-TZVPD
Ti 0.177 -0.104 0.435
O 3.816 3.327 1.467
C 4.497 2.409 0.721
C 5.856 2.611 0.521
C 6.582 1.705 -0.231
C 5.967 0.590 -0.792
C 4.614 0.386 -0.581
C 3.871 1.285 0.176
C 2.423 1.039 0.481
O 1.925 -0.176 -0.113
N 1.625 2.197 0.060
N 0.253 1.801 -0.011
C -0.563 2.662 -0.656
C -1.830 2.268 -1.074
Br -2.025 0.300 -1.096
C -2.924 2.937 -1.522
C -3.125 4.384 -1.413
C -2.483 5.181 -0.460
C -2.714 6.547 -0.413
C -3.587 7.141 -1.315
C -4.243 6.358 -2.256
C -4.018 4.992 -2.300
H 2.873 3.274 1.240
H 6.320 3.487 0.955
H 7.640 1.872 -0.387
H 6.537 -0.113 -1.384
H 4.115 -0.479 -0.995
H 2.307 0.980 1.574
H 1.940 2.511 -0.856
H -0.215 3.656 -0.911
H -3.692 2.376 -2.039
H -1.827 4.728 0.273
H -2.215 7.148 0.336
H -3.764 8.208 -1.277
H -4.931 6.810 -2.957
H -4.532 4.382 -3.035
C 0.383 -1.568 3.922
C -0.644 -0.443 3.898
S -1.508 -0.196 2.340
C -2.417 -1.741 2.085
C -1.638 -2.942 1.547
S -0.583 -2.544 0.126
C 0.947 -3.424 0.502
C 1.552 -3.180 1.888
S 1.494 -1.476 2.500
H -0.102 -2.542 3.943
H 0.975 -1.486 4.832
H -0.172 0.521 4.094
H -1.392 -0.587 4.680
H -3.220 -1.467 1.401
H -2.894 -2.006 3.031
H -2.347 -3.704 1.227
H -1.011 -3.386 2.315
H 1.636 -3.113 -0.283
H 0.765 -4.490 0.366
H 2.601 -3.473 1.855
H 1.086 -3.811 2.644
```

## Properties
Net charge: +1
Gap between HOMO and LUMO (spin up / spin down): 5.48 / 5.57 eV

3.
C22H26CoF4N4O | ωB97M-V/def2-TZVPD

XYZ file:
```
58
C22H26CoF4N4O ωB97M-V/def2-TZVPD
Co -0.190 -0.362 -0.603
C -2.936 -0.488 -1.539
N -2.162 -1.196 -0.508
C -2.878 -1.120 0.764
C -1.928 -2.602 -0.882
C -1.044 -2.734 -2.108
N -0.041 -1.689 -2.036
C 0.927 -1.586 -2.982
C 1.792 -0.475 -2.915
F 1.594 0.409 -1.885
C 2.804 -0.225 -3.802
F 3.549 0.877 -3.638
C 3.061 -1.087 -4.849
C 2.244 -2.194 -4.939
F 2.450 -3.081 -5.923
C 1.216 -2.447 -4.052
F 0.491 -3.571 -4.244
H -3.904 -0.982 -1.700
H -2.379 -0.469 -2.476
H -3.096 0.540 -1.216
H -3.907 -1.489 0.658
H -2.898 -0.084 1.100
H -2.378 -1.733 1.514
H -2.880 -3.120 -1.055
H -1.434 -3.077 -0.031
H -1.638 -2.654 -3.025
H -0.627 -3.743 -2.097
H 3.861 -0.908 -5.554
N 3.220 -1.544 5.468
C 3.718 -1.289 4.234
O 4.902 -1.141 4.025
C 2.723 -1.198 3.094
C 3.231 -0.976 1.831
C 2.363 -0.868 0.761
N 1.039 -0.966 0.890
C 0.550 -1.180 2.109
C 1.349 -1.308 3.229
H 3.872 -1.566 6.233
H 2.243 -1.641 5.665
H 4.299 -0.886 1.698
H 2.736 -0.706 -0.240
H -0.527 -1.241 2.189
H 0.868 -1.484 4.182
C -2.136 3.654 2.329
C -1.559 3.763 0.912
C -2.630 4.327 -0.032
C -0.344 4.700 0.924
C -1.144 2.422 0.448
C -0.781 1.333 0.047
H -2.441 4.641 2.692
H -1.392 3.245 3.016
H -3.009 2.996 2.339
H -2.949 5.320 0.302
H -3.504 3.671 -0.055
H -2.238 4.410 -1.048
H -0.636 5.694 1.278
H 0.075 4.796 -0.080
H 0.435 4.310 1.582
```

## Properties
Spin multiplicity: 2
ΔE to the lowest compared entry with this formula, charge and spin: 0.132 eV
Gap between HOMO and LUMO (spin up / spin down): 6.83 / 6.87 eV

4.
C22H26FMoN5SSi | ωB97M-V/def2-TZVPD

XYZ file:
```
57
C22H26FMoN5SSi ωB97M-V/def2-TZVPD
Mo 0.160 0.164 -0.184
C 1.176 -3.306 0.560
C 0.024 -2.590 0.849
C -0.758 -2.047 -0.191
C -0.301 -2.167 -1.521
C 0.840 -2.921 -1.793
C 1.565 -3.501 -0.762
H 1.735 -3.778 1.355
H -0.346 -2.555 1.868
H -1.817 -1.862 -0.010
H -0.946 -1.861 -2.342
H 1.119 -3.123 -2.818
H 2.411 -4.128 -0.992
N -3.105 3.060 -0.556
C -1.940 2.432 -0.558
S -1.821 0.856 -1.373
N -0.874 2.933 -0.015
N 0.223 2.200 -0.163
C 1.384 2.775 -0.376
C 2.321 1.925 -0.997
C 3.577 2.348 -1.467
C 4.293 1.538 -2.315
C 3.730 0.308 -2.687
C 2.533 -0.084 -2.140
N 1.826 0.668 -1.268
H -3.889 2.708 -1.083
H -3.169 3.988 -0.162
H 1.515 3.843 -0.262
H 3.939 3.321 -1.177
H 5.254 1.840 -2.701
H 4.236 -0.334 -3.389
H 2.106 -1.048 -2.389
C 2.237 -1.060 3.787
Si 2.368 0.104 2.287
C 3.371 -0.765 0.908
C 3.180 1.809 2.577
N 0.648 0.383 1.731
C -0.222 0.786 2.717
C 0.139 1.376 3.941
C -0.805 1.740 4.882
C -2.160 1.558 4.650
C -2.567 0.982 3.456
C -1.605 0.618 2.544
F -1.984 0.019 1.363
H 3.150 -1.640 3.869
H 1.406 -1.757 3.724
H 2.124 -0.522 4.723
H 4.144 -1.347 1.396
H 3.888 -0.051 0.277
H 2.817 -1.454 0.277
H 4.181 1.814 2.155
H 3.291 2.029 3.634
H 2.620 2.629 2.134
H 1.174 1.570 4.148
H -0.477 2.176 5.812
H -2.888 1.869 5.380
H -3.608 0.813 3.237
```

## Properties
Net charge: +2
ΔE to the lowest compared entry with this formula, charge and spin: 1.826 eV
Gap between HOMO and LUMO (spin up / spin down): 5.80 / 5.65 eV

5.
C22H26FN3OS | ωB97M-V/def2-TZVPD

XYZ file:
```
54
C22H26FN3OS ωB97M-V/def2-TZVPD
C -2.265 3.876 -1.070
C -1.868 2.694 -0.261
C -1.678 1.414 -0.661
C -1.272 0.539 0.387
C -1.183 1.165 1.594
S -1.570 2.852 1.446
C -0.857 0.594 2.926
H 0.122 0.935 3.266
H -1.594 0.907 3.666
H -0.853 -0.492 2.871
C -0.948 -0.861 0.147
N -1.810 -1.698 -0.393
N -1.181 -2.875 -0.522
C 0.104 -2.789 -0.077
C 0.299 -1.507 0.369
C 1.548 -0.892 0.908
N 1.665 0.479 0.452
C 2.003 0.567 -0.954
C 1.850 2.005 -1.441
C 2.715 2.946 -0.608
C 2.366 2.759 0.866
C 2.564 1.290 1.241
H 2.338 1.152 2.301
H 3.623 1.012 1.082
C 3.185 3.672 1.781
O 2.776 3.598 3.126
H 1.837 3.815 3.169
H 4.236 3.373 1.777
H 3.120 4.709 1.417
H 1.303 2.995 1.002
H 3.772 2.716 -0.763
H 2.547 3.981 -0.912
H 0.803 2.294 -1.343
H 2.127 2.064 -2.495
H 1.326 -0.084 -1.513
H 3.039 0.221 -1.138
H 2.416 -1.512 0.614
H 1.507 -0.882 2.002
H 0.785 -3.613 -0.102
C -1.873 -3.956 -1.061
C -1.342 -5.238 -1.208
C -2.080 -6.272 -1.752
C -3.380 -6.049 -2.163
C -3.931 -4.785 -2.025
C -3.189 -3.756 -1.483
H -3.601 -2.767 -1.366
H -4.946 -4.599 -2.342
H -3.956 -6.856 -2.587
H -1.617 -7.243 -1.842
F -0.075 -5.518 -0.821
H -1.808 1.080 -1.675
H -3.192 4.309 -0.694
H -1.497 4.649 -1.030
H -2.412 3.581 -2.107
```

## Properties
SMILES string: Cc1cc(-c2nn(-c3ccccc3F)cc2CN2CCC[C@H](CO)C2)c(C)s1
ΔE to the lowest compared entry with this formula, charge and spin: 1.380 eV
Gap between HOMO and LUMO: 8.59 eV

6.
C22H26FeN3O3 | ωB97M-V/def2-TZVPD

XYZ file:
```
55
C22H26FeN3O3 ωB97M-V/def2-TZVPD
C 2.252 1.417 1.527
N 2.615 2.049 0.264
C 4.005 1.813 -0.139
C 1.657 2.301 -0.694
N 0.503 1.633 -0.648
C -0.691 2.012 -1.388
C -1.955 1.438 -0.781
C -2.366 1.857 0.488
C -3.414 1.191 1.128
C -4.070 0.133 0.487
C -3.703 -0.233 -0.812
C -2.683 0.458 -1.465
N 1.965 3.234 -1.623
C 2.821 4.373 -1.288
C 1.379 3.296 -2.953
H 1.437 1.968 2.014
H 1.956 0.366 1.398
H 3.137 1.454 2.167
H 4.347 2.593 -0.822
H 4.620 1.831 0.767
H 4.132 0.830 -0.624
H -0.783 3.111 -1.393
H -0.621 1.667 -2.429
H -1.844 2.686 0.975
H -3.705 1.492 2.136
H -4.870 -0.406 0.999
H -4.209 -1.057 -1.322
H -2.395 0.200 -2.490
H 3.287 4.211 -0.313
H 3.595 4.494 -2.057
H 2.227 5.300 -1.244
H 1.150 2.294 -3.330
H 0.477 3.926 -2.975
H 2.121 3.744 -3.623
O -2.630 -7.344 2.340
C -2.154 -6.324 2.041
Fe -1.004 -5.006 1.864
C -0.305 -5.143 3.548
O 0.132 -5.119 4.634
C 0.568 -5.963 1.990
O 1.602 -6.516 1.975
C 0.068 -0.447 0.103
C 0.223 -1.153 -1.051
C -0.300 -2.430 -1.337
C -1.066 -3.273 -0.556
C -1.441 -3.132 0.802
C -1.160 -2.031 1.623
C -0.475 -0.857 1.303
H 0.461 0.795 0.094
H 0.788 -0.697 -1.873
H -0.075 -2.781 -2.352
H -1.435 -4.184 -1.046
H -2.233 -3.851 1.188
H -1.545 -2.085 2.650
H -0.389 -0.137 2.126
```

## Properties
Net charge: +1
Spin multiplicity: 5
ΔE to the lowest compared entry with this formula, charge and spin: 0.000 eV
Gap between HOMO and LUMO (spin up / spin down): 5.96 / 5.38 eV

7.
C22H26N2O2S | ωB97M-V/def2-TZVPD

XYZ file:
```
53
C22H26N2O2S ωB97M-V/def2-TZVPD
C 5.268 2.286 -4.207
C 4.819 1.705 -2.901
C 4.351 2.537 -1.888
C 3.948 2.016 -0.674
C 4.002 0.646 -0.441
C 4.460 -0.186 -1.450
C 4.868 0.339 -2.664
H 5.227 -0.325 -3.438
H 4.503 -1.254 -1.286
C 3.527 0.099 0.880
N 2.114 0.331 1.061
C 1.608 1.218 1.934
O 2.246 1.909 2.698
C 0.090 1.206 1.783
H -0.375 1.155 2.767
H -0.215 2.142 1.311
C -0.207 -0.007 0.894
H -0.972 0.215 0.145
C -0.714 -1.211 1.697
O -0.177 -2.299 1.681
N -1.822 -0.944 2.419
H -2.296 -0.061 2.304
C -2.533 -1.973 3.140
C -3.737 -2.509 2.357
C -4.960 -1.604 2.411
H -5.802 -2.045 1.876
H -5.262 -1.429 3.444
S -4.699 0.086 1.764
C -4.188 -0.155 0.083
C -4.539 -1.264 -0.672
C -4.091 -1.372 -1.977
C -3.312 -0.377 -2.540
C -2.986 0.744 -1.793
C -3.417 0.855 -0.485
H -3.172 1.726 0.106
H -2.388 1.531 -2.228
H -2.965 -0.470 -3.558
H -4.362 -2.242 -2.558
H -5.166 -2.039 -0.260
H -3.428 -2.671 1.322
H -4.027 -3.475 2.776
H -1.820 -2.785 3.302
H -2.855 -1.576 4.107
C 1.139 -0.331 0.233
H 1.312 -1.413 0.232
H 1.194 0.039 -0.799
H 4.029 0.611 1.707
H 3.724 -0.976 0.945
H 3.591 2.670 0.108
H 4.307 3.604 -2.056
H 6.176 2.872 -4.065
H 5.475 1.503 -4.932
H 4.506 2.949 -4.614
```

## Properties
SMILES string: Cc1ccc(CN2C[C@@H](C(=O)NCCCSc3ccccc3)CC2=O)cc1
ΔE to the lowest compared entry with this formula, charge and spin: 0.287 eV
Gap between HOMO and LUMO: 9.20 eV

8.
C22H26N2O4 | ωB97M-V/def2-TZVPD

XYZ file:
```
54
C22H26N2O4 ωB97M-V/def2-TZVPD
C -3.074 -2.233 0.787
H -3.251 -1.627 1.673
H -3.837 -3.005 0.727
H -2.099 -2.704 0.881
C -3.121 -1.353 -0.462
C -2.899 -2.183 -1.723
H -3.727 -2.874 -1.860
H -1.977 -2.753 -1.641
H -2.831 -1.532 -2.592
C -4.439 -0.542 -0.526
C -3.981 0.855 -0.241
C -4.700 2.020 -0.072
C -3.997 3.187 0.174
C -2.612 3.188 0.243
C -1.876 2.020 0.069
C -2.594 0.848 -0.173
O -2.050 -0.382 -0.364
O -0.506 1.934 0.120
C 0.212 3.133 0.287
C 1.727 2.911 0.216
O 2.482 3.846 0.376
N 2.077 1.633 -0.021
C 3.358 1.096 -0.190
C 4.473 1.875 -0.462
C 5.696 1.273 -0.703
C 5.810 -0.105 -0.686
C 4.706 -0.889 -0.393
C 3.477 -0.305 -0.121
N 2.310 -1.037 0.183
C 1.883 -0.997 1.575
H 1.976 0.016 1.966
C 0.427 -1.457 1.644
H 0.088 -1.517 2.680
O 0.279 -2.756 1.106
C 0.731 -2.791 -0.229
H 0.582 -3.815 -0.577
C 2.205 -2.391 -0.324
H 2.530 -2.411 -1.365
H 2.806 -3.106 0.261
H 0.136 -2.095 -0.838
H -0.208 -0.755 1.086
H 2.505 -1.669 2.191
H 4.808 -1.963 -0.364
H 6.760 -0.576 -0.888
H 6.559 1.886 -0.916
H 4.371 2.947 -0.491
H 1.327 0.955 -0.105
H -0.043 3.859 -0.497
H -0.005 3.594 1.261
H -2.109 4.121 0.440
H -4.528 4.116 0.316
H -5.777 2.018 -0.129
H -4.900 -0.607 -1.515
H -5.162 -0.897 0.209
```

## Properties
SMILES string: CC1(C)Cc2cccc(OCC(=O)Nc3ccccc3N3CCOCC3)c2O1
ΔE to the lowest compared entry with this formula, charge and spin: 2.240 eV
Gap between HOMO and LUMO: 8.80 eV

9.
C22H26N2O5 | ωB97M-V/def2-TZVPD

XYZ file:
```
55
C22H26N2O5 ωB97M-V/def2-TZVPD
O 0.084 0.146 -1.789
C -0.491 0.926 -2.541
C -0.284 0.874 -4.000
C -0.744 1.847 -4.787
C -1.468 3.015 -4.217
O -1.649 3.999 -4.893
C -1.924 2.923 -2.794
C -2.901 3.914 -2.192
O -3.778 4.565 -3.063
C -4.676 3.739 -3.771
O -5.232 2.744 -2.956
C -4.944 1.395 -3.283
C -6.150 0.521 -2.959
O -5.650 -0.700 -2.403
C -1.436 1.932 -2.034
H 0.276 0.032 -4.389
H -0.582 1.854 -5.859
H -2.309 4.705 -1.722
H -3.445 3.408 -1.388
H -4.183 3.314 -4.652
H -5.471 4.406 -4.103
H -4.119 1.028 -2.660
H -4.669 1.278 -4.334
H -6.799 1.047 -2.257
H -6.717 0.292 -3.865
H -6.405 -1.205 -2.083
H -1.749 1.833 -0.999
C -1.336 -2.884 1.072
N 0.004 -2.627 1.656
C 0.751 -1.640 1.136
C 1.990 -1.344 1.658
C 2.470 -2.070 2.743
C 1.680 -3.097 3.255
C 0.451 -3.355 2.691
C 3.788 -1.754 3.353
C 3.887 -1.435 4.703
C 5.123 -1.173 5.255
N 6.234 -1.227 4.506
C 6.165 -1.519 3.196
C 4.957 -1.783 2.594
C 7.565 -0.980 5.116
H -1.220 -3.089 0.011
H -1.953 -2.003 1.223
H -1.782 -3.739 1.570
H 0.335 -1.093 0.294
H 2.558 -0.536 1.217
H 2.013 -3.706 4.083
H -0.194 -4.142 3.054
H 3.012 -1.377 5.335
H 5.245 -0.921 6.298
H 7.099 -1.541 2.653
H 4.940 -2.026 1.541
H 8.046 -0.163 4.585
H 8.156 -1.889 5.035
H 7.434 -0.716 6.159
```

## Properties
Net charge: +2
ΔE to the lowest compared entry with this formula, charge and spin: 0.000 eV
Gap between HOMO and LUMO: 5.41 eV

Q: Which max |F| values were calculated for the entries above? A: 2.4 2.8 1.6 2.8 0.9 5.5 0.6 0.9 0.5, in eV/Å.
Q: Which E values were calculated for the entries above? A: -2293.093967 -5731.738774 -2930.341469 -1982.950771 -1591.482677 -2507.111300 -1512.168320 -1264.416648 -1339.011592, in hartree.